No. 1
This record from OMol25 describes a 2-piece molecular cluster, C19H31N3O3 overall. The level of theory is the ωB97M-V functional and the def2-TZVPD basis.

Properties
- calculated total energy (eV) = -30810.86019

Structure (ORCA input):
```
! RIJCOSX wB97M-V def2-TZVPD def2/J DEFGRID3
* xyz 1 2
C -4.115 2.693 3.488
C -4.124 1.208 3.556
N -4.677 0.606 4.519
C -3.415 0.472 2.426
N -1.945 0.530 2.656
C -1.382 -0.318 3.531
C -0.023 -0.251 3.786
C 0.759 0.697 3.137
C 2.239 0.750 3.339
O 2.940 0.018 2.735
O 2.717 1.635 4.208
C 0.160 1.569 2.231
C 0.926 2.636 1.492
C -1.212 1.458 2.014
H -4.550 3.096 4.391
H -4.653 3.044 2.612
H -3.094 3.069 3.416
H -4.628 -0.406 4.392
H -3.727 -0.563 2.372
H -3.601 0.960 1.478
H -2.026 -1.029 4.015
H 0.437 -0.932 4.483
H 2.014 2.185 4.578
H 1.565 3.124 2.220
H 0.226 3.348 1.076
H 1.501 2.203 0.681
H -1.708 2.113 1.321
C 0.229 -1.342 -4.681
C 0.708 -0.301 -3.651
C 2.220 -0.102 -3.759
C 3.017 -1.294 -3.229
C 2.608 -1.628 -1.796
C 1.102 -1.835 -1.630
N 0.351 -0.699 -2.254
O 0.357 0.336 -1.476
C 0.680 -3.191 -2.229
C 0.745 -1.904 -0.149
C -0.018 0.996 -3.994
H 0.343 -0.931 -5.683
H 0.793 -2.269 -4.673
H -0.825 -1.580 -4.534
H 2.507 0.792 -3.195
H 2.476 0.091 -4.802
H 2.880 -2.164 -3.876
H 4.083 -1.063 -3.259
H 3.125 -2.528 -1.458
H 2.935 -0.815 -1.137
H -0.406 -3.269 -2.286
H 1.038 -4.000 -1.592
H 1.090 -3.384 -3.216
H 1.058 -1.011 0.391
H 1.245 -2.757 0.307
H -0.332 -2.032 -0.009
H -1.097 0.880 -3.874
H 0.179 1.255 -5.033
H 0.307 1.831 -3.377
*
```

=====

No. 2
This record from OMol25 describes one molecule with the formula C16H16N2O2S. The level of theory is the ωB97M-V functional and the def2-TZVPD basis.

Properties
- ΔE to the lowest compared entry with this formula, charge and spin (kJ/mol) = 70.1
- SMILES = CC(=O)c1ccc(NC(=O)[C@@H](C)Sc2ccccn2)cc1
- calculated total energy (eV) = -34762.98536

Structure (ORCA input):
```
! RIJCOSX wB97M-V def2-TZVPD def2/J DEFGRID3
* xyz 0 1
C 3.216 3.625 3.364
C 2.027 2.762 3.711
O 1.436 2.891 4.762
C 1.612 1.749 2.711
C 2.243 1.571 1.481
C 1.811 0.607 0.593
C 0.728 -0.208 0.920
N 0.251 -1.205 0.074
C 0.641 -1.518 -1.186
O 1.513 -0.969 -1.821
C -0.110 -2.719 -1.764
C 0.522 -4.005 -1.240
S -1.892 -2.732 -1.306
C -2.528 -1.235 -1.995
C -1.803 -0.356 -2.793
C -2.460 0.769 -3.260
C -3.790 0.976 -2.924
C -4.411 0.032 -2.121
N -3.796 -1.043 -1.667
C 0.088 -0.037 2.149
C 0.525 0.928 3.027
H 3.014 4.196 2.461
H 3.411 4.311 4.185
H 4.093 3.005 3.198
H 3.084 2.186 1.201
H 2.305 0.478 -0.355
H -0.538 -1.735 0.432
H -0.034 -2.693 -2.854
H 1.575 -4.031 -1.514
H 0.024 -4.870 -1.671
H 0.439 -4.063 -0.157
H -0.771 -0.525 -3.048
H -1.932 1.477 -3.882
H -4.327 1.843 -3.275
H -5.445 0.133 -1.821
H -0.754 -0.665 2.405
H 0.038 1.070 3.980
*
```

=====

No. 3
This record from OMol25 describes a 2-piece molecular cluster, C5H5NO overall. The level of theory is the ωB97M-V functional and the def2-TZVPD basis.

Properties
- ΔE to the lowest compared entry with this formula, charge and spin (kJ/mol) = 290.4
- SMILES = N#CCC=O.C#C
- calculated total energy (eV) = -8800.40954

Structure (ORCA input):
```
! RIJCOSX wB97M-V def2-TZVPD def2/J DEFGRID3
* xyz 0 1
N 2.260 -1.025 1.042
C 1.236 -1.086 0.506
C -0.052 -1.195 -0.178
C -1.241 -0.684 0.619
O -2.251 -0.303 0.083
H -0.283 -2.256 -0.328
H -0.003 -0.713 -1.159
H -1.152 -0.756 1.719
C -0.209 1.854 -0.615
C 0.950 2.167 -0.540
H -1.224 1.521 -0.666
H 1.970 2.476 -0.483
*
```

=====

No. 4
This record from OMol25 describes one molecule with the formula C20H30N2O4. The level of theory is the ωB97M-V functional and the def2-TZVPD basis.

Properties
- ΔE to the lowest compared entry with this formula, charge and spin (kJ/mol) = 47.8
- SMILES = CCCC[C@@H](C=O)NC(=O)[C@H](CC(C)C)NC(=O)OCc1ccccc1
- calculated total energy (eV) = -32398.73201

Structure (ORCA input):
```
! RIJCOSX wB97M-V def2-TZVPD def2/J DEFGRID3
* xyz 0 1
C 3.121 -0.238 -1.794
C 2.292 0.887 -1.189
C 2.985 1.496 0.028
C 2.368 2.810 0.516
C 1.053 2.638 1.294
C 0.673 3.953 1.935
O -0.338 4.554 1.704
N -0.032 2.161 0.474
C -0.752 1.073 0.805
O -0.479 0.352 1.744
C -1.936 0.785 -0.127
C -3.160 1.575 0.344
C -4.264 1.760 -0.708
C -4.817 0.426 -1.201
C -3.788 2.610 -1.884
N -2.171 -0.645 -0.125
C -1.247 -1.426 -0.748
O -0.510 -1.046 -1.625
O -1.312 -2.696 -0.297
C -0.313 -3.569 -0.802
C 1.049 -3.337 -0.193
C 1.235 -2.495 0.893
C 2.500 -2.316 1.427
C 3.588 -2.978 0.887
C 3.407 -3.822 -0.197
C 2.145 -3.997 -0.735
H 2.578 -0.694 -2.617
H 3.316 -1.007 -1.051
H 4.074 0.136 -2.166
H 1.319 0.484 -0.915
H 2.136 1.662 -1.944
H 4.026 1.699 -0.238
H 2.989 0.769 0.842
H 3.079 3.310 1.178
H 2.189 3.468 -0.338
H 1.192 1.890 2.087
H 1.432 4.341 2.641
H -0.345 2.764 -0.271
H -1.656 1.057 -1.149
H -2.823 2.563 0.668
H -3.575 1.069 1.219
H -5.075 2.304 -0.208
H -5.169 -0.176 -0.367
H -5.653 0.596 -1.876
H -4.054 -0.135 -1.732
H -4.625 2.845 -2.536
H -3.356 3.545 -1.534
H -3.045 2.080 -2.475
H -2.554 -1.026 0.729
H -0.669 -4.576 -0.565
H -0.248 -3.455 -1.892
H 0.400 -1.966 1.328
H 2.630 -1.655 2.272
H 4.574 -2.837 1.305
H 4.251 -4.339 -0.628
H 2.006 -4.651 -1.584
*
```